Entry from the OMol25 dataset: a 14-piece molecular cluster, C68H155FO31 overall (wB97M-V/def2-TZVPD).

Its total energy is -5115.3918 hartree.

Last column: Löwdin charge in e.
Atoms and positions in Å:
C  1.433  -5.648  -1.420  0.01
C  -0.986  2.732  -5.148  -0.18
H  -1.057  -7.822  3.203  0.08
H  -6.699  2.333  -1.935  0.08
C  4.510  2.120  2.634  -0.21
C  -3.262  -5.144  -0.498  -0.22
O  -0.409  0.876  1.647  -0.22
H  6.032  0.185  4.492  0.10
O  3.697  2.636  -2.255  -0.21
H  0.906  0.793  6.086  0.09
H  3.782  3.317  -0.402  0.08
H  -2.970  -2.805  -4.963  0.09
H  -7.253  -6.622  1.913  0.08
H  -3.448  -7.736  -0.323  0.13
C  4.080  -2.402  -8.185  -0.14
H  -4.008  -5.817  2.987  0.11
C  5.531  -3.664  -3.361  -0.07
H  -1.709  8.182  -1.515  0.13
H  -1.164  -3.049  -4.168  0.11
H  -0.484  1.299  7.925  0.11
H  -1.158  5.627  0.154  0.15
H  1.636  -4.646  4.285  0.09
H  6.319  0.547  -4.695  0.14
H  5.302  -0.506  -0.170  0.07
H  -1.128  -0.720  2.558  0.08
H  5.351  2.854  -3.511  0.11
H  3.603  4.622  -1.751  0.10
C  -4.391  -7.220  -0.096  -0.14
H  1.171  3.473  10.785  0.14
H  -4.858  -6.802  4.170  0.11
H  -5.268  -7.411  1.866  0.11
H  3.881  3.722  -4.005  0.14
H  5.157  3.884  -1.334  0.07
H  2.243  -1.937  -4.709  0.06
O  -6.251  4.301  -2.130  -0.21
H  -1.104  -6.150  3.602  0.06
C  -5.325  -7.916  0.859  -0.20
H  2.685  4.715  2.680  0.08
C  -3.473  -3.677  -4.527  -0.13
H  4.713  -1.524  -7.958  0.12
H  -2.035  4.357  3.483  0.11
H  4.384  1.986  -5.501  0.15
H  -2.267  -3.774  0.847  0.12
H  -3.181  2.858  5.257  0.09
H  -5.047  2.551  -2.472  0.09
H  5.291  -3.416  -2.361  0.07
H  3.585  -3.313  3.826  0.14
H  -8.286  -6.564  0.356  0.10
C  0.787  -5.142  -0.281  -0.29
H  -4.523  -3.474  -4.166  0.11
H  3.140  -3.310  -6.389  0.12
C  2.083  -3.375  -1.948  -0.11
O  4.733  -1.368  4.723  -0.18
H  3.001  -1.868  5.751  0.11
H  -3.511  7.938  -3.188  0.15
O  -2.780  -3.988  -3.373  -0.23
O  5.184  -2.623  -4.309  -0.19
C  -2.892  -3.812  -0.040  -0.20
H  1.693  0.943  13.345  0.10
C  0.249  3.893  -3.608  -0.12
H  0.441  5.382  -0.692  0.11
H  0.979  7.101  0.845  0.12
H  -2.392  -3.380  -0.884  0.10
H  4.987  -4.523  -3.623  0.07
C  1.796  -1.343  -5.506  -0.09
H  -1.809  -2.603  4.817  0.08
H  -4.718  -4.611  5.248  0.14
H  -0.177  0.821  -5.714  0.09
H  -6.808  -5.665  0.558  0.07
H  -1.496  3.490  -5.768  0.13
O  0.019  4.755  3.511  -0.19
H  0.030  1.253  12.471  0.10
C  0.397  -0.070  5.662  -0.07
C  4.951  1.088  1.596  -0.26
H  1.275  4.138  -3.345  0.08
H  -3.459  -2.797  2.215  0.09
O  0.690  0.325  -0.882  -0.20
H  -3.731  -1.110  -1.809  0.09
C  1.093  1.587  12.640  -0.10
H  5.690  -1.200  -2.916  0.13
C  -1.035  2.575  4.147  -0.22
H  4.501  5.002  2.676  0.10
O  -2.844  -7.221  4.065  -0.18
H  3.629  3.972  3.817  0.08
C  -0.768  -5.178  -4.451  -0.13
H  -4.528  -1.481  1.500  0.09
F  0.233  -5.959  0.600  0.09
H  -6.248  3.767  -0.020  0.15
H  -1.850  7.620  -3.903  0.14
C  2.034  -4.723  -2.268  -0.10
H  0.912  2.477  1.622  0.12
H  -2.271  2.990  -1.442  0.13
H  -2.430  4.494  5.487  0.10
H  -0.163  2.130  -0.568  0.11
C  1.972  7.724  -1.440  -0.14
C  1.407  -2.932  -0.860  -0.09
H  -0.056  3.341  -2.704  0.07
H  -2.058  -1.031  -2.500  0.09
H  2.861  -0.497  4.678  0.10
H  1.562  1.080  -2.640  0.07
H  0.535  -0.866  1.915  0.06
H  -3.594  -4.518  -5.210  0.09
H  -0.139  0.778  -2.781  0.07
O  -4.003  -5.901  0.440  -0.17
H  2.374  -2.696  -2.815  0.11
C  1.053  2.395  10.488  -0.28
O  -3.087  0.769  -2.247  -0.18
H  0.285  -1.639  8.589  0.15
H  -1.534  2.585  -4.219  0.11
C  0.038  -5.636  -6.553  -0.15
H  2.025  -2.910  -7.720  0.14
C  -2.970  1.037  -0.807  -0.12
C  -0.957  1.490  -6.048  -0.18
H  2.579  2.333  8.822  0.13
H  5.276  -0.390  -5.714  0.10
C  0.770  0.401  -2.340  -0.03
H  3.832  1.605  3.402  0.14
H  1.632  0.829  1.499  0.12
C  -7.302  -6.570  0.834  -0.07
O  1.565  -2.774  3.793  -0.21
H  1.430  -6.673  -1.623  0.10
H  -2.463  6.498  -5.510  0.10
O  -3.993  3.119  -0.229  -0.16
C  -4.223  4.452  -0.615  -0.19
H  5.531  1.671  0.797  0.15
H  1.642  -0.289  -5.149  0.08
H  -2.923  -1.537  1.086  0.05
H  2.270  8.398  -2.277  0.10
O  -2.973  5.957  -3.580  -0.19
C  -3.748  -5.109  4.958  -0.19
H  -5.124  -9.005  1.013  0.14
C  1.530  2.160  9.086  -0.15
H  -0.879  -0.937  0.706  0.10
H  1.241  1.853  -7.391  0.07
H  -0.553  8.072  0.539  0.13
O  -2.858  -4.190  4.334  -0.21
H  -3.858  0.746  -0.281  0.12
H  1.808  -1.043  -9.160  0.08
C  -2.728  -3.094  5.183  -0.15
C  -1.690  -6.955  3.226  -0.06
H  1.142  2.564  13.198  0.09
H  6.588  -3.830  -3.431  0.08
H  -1.061  3.577  2.218  0.13
H  0.158  -3.768  4.945  0.09
H  -4.247  6.449  -5.218  0.10
C  3.914  1.687  -4.522  -0.16
C  4.290  2.782  -3.530  -0.22
C  -0.058  5.550  4.648  -0.12
H  -2.750  3.249  6.797  0.06
O  3.939  0.333  1.097  -0.17
H  1.032  2.807  8.346  0.12
H  2.493  -4.924  -3.215  0.09
H  1.641  2.162  -0.768  0.13
O  3.560  -2.209  -9.548  -0.21
C  0.774  1.589  -0.326  -0.22
C  0.774  1.477  1.170  -0.19
H  -0.882  -3.941  -2.650  0.09
C  -3.273  5.971  -4.946  -0.12
H  5.746  0.586  2.149  0.11
H  0.802  -0.536  4.761  0.07
H  0.688  6.297  4.515  0.08
H  1.456  -1.854  -0.739  0.09
O  1.323  0.761  8.712  -0.13
C  -2.429  3.390  5.828  -0.08
H  2.614  -0.986  -10.751  0.10
C  -6.075  2.973  -2.567  -0.11
H  1.729  -3.520  5.656  0.08
C  2.955  -2.573  -7.187  -0.22
H  -3.393  -0.719  -3.519  0.08
H  -3.620  -2.456  5.296  0.10
C  -0.048  0.520  8.538  -0.22
O  2.686  -1.341  -6.585  -0.22
C  0.221  7.409  0.113  -0.16
C  5.261  -0.160  5.269  -0.10
H  6.947  -1.703  -4.003  0.12
O  -0.917  6.296  -1.784  -0.14
H  -2.112  2.675  0.261  0.09
C  -3.751  -2.209  1.336  -0.12
O  -0.842  1.735  -7.451  -0.18
C  0.739  -3.793  -0.031  -0.01
O  1.735  1.574  11.353  -0.17
H  -3.723  4.652  -1.571  0.11
H  0.213  -3.426  0.842  0.11
H  5.395  2.576  3.020  0.12
H  -1.513  -6.015  -4.330  0.15
C  -2.768  2.527  -0.575  -0.19
C  4.119  3.678  -1.392  -0.09
H  -0.135  -6.688  -6.270  0.09
H  -3.867  -5.119  -1.445  0.13
H  2.814  1.609  -4.576  0.11
H  -2.069  0.531  -0.378  0.11
C  3.320  -1.470  4.830  -0.21
H  -0.002  2.193  10.585  0.10
O  0.826  8.281  -0.874  -0.18
O  -0.790  -4.740  -5.871  -0.21
H  -0.428  4.745  -3.660  0.08
H  0.384  2.448  -8.861  0.10
O  0.319  3.213  -4.825  -0.19
C  3.686  4.258  2.767  -0.11
C  1.236  -3.744  4.724  -0.10
H  -1.258  -1.113  7.962  0.11
H  1.095  -5.414  -6.220  0.09
H  -2.802  6.899  -1.094  0.11
H  -6.559  2.939  -3.551  0.09
H  2.827  7.651  -0.788  0.08
H  -0.039  2.143  4.019  0.12
C  -2.629  7.226  -3.176  -0.24
C  -0.189  -0.868  7.886  -0.22
H  -0.134  5.005  5.572  0.08
H  -0.575  0.515  9.528  0.13
C  2.913  -2.426  3.718  -0.19
C  -1.078  3.864  3.330  -0.19
C  -3.936  -6.285  3.976  -0.19
O  -4.031  -3.001  0.227  -0.15
H  0.252  -5.348  -4.104  0.09
H  -1.847  1.907  3.866  0.13
H  1.866  6.743  -1.953  0.08
H  -2.472  -3.427  6.211  0.09
H  3.388  -0.228  -9.321  0.08
H  -3.905  5.204  0.122  0.11
H  -0.657  0.240  5.497  0.09
C  -1.350  -3.983  -3.610  -0.15
H  0.405  3.348  -7.258  0.08
C  0.391  2.389  -7.766  -0.08
H  -2.055  -6.773  2.223  0.07
C  5.471  -0.166  -4.701  -0.19
C  -0.348  6.127  -0.542  -0.22
H  5.716  -0.380  6.261  0.09
H  4.708  -3.302  -8.240  0.13
C  5.895  -1.440  -4.000  -0.20
H  -2.360  -5.695  -0.805  0.13
H  3.075  -1.913  2.748  0.13
H  0.914  -0.642  -2.711  0.09
O  0.388  -1.103  6.656  -0.19
O  4.381  0.425  -4.033  -0.15
C  2.768  -1.049  -9.655  -0.13
H  3.757  -1.248  -0.311  0.07
C  -3.073  -0.563  -2.493  -0.15
H  -4.991  -6.966  -0.970  0.13
C  -0.460  -0.575  1.731  -0.05
O  3.771  3.109  1.963  -0.21
H  -0.084  -5.496  -7.645  0.10
H  -1.018  6.139  4.554  0.10
C  -5.789  4.559  -0.772  -0.15
H  4.190  0.365  -1.023  0.09
H  -3.321  4.922  -5.286  0.08
H  -1.892  0.978  -5.932  0.12
H  -6.250  5.538  -0.493  0.12
O  -1.197  2.724  5.535  -0.22
C  4.245  -0.315  -0.162  -0.04
C  -2.026  7.172  -1.803  -0.19
H  4.489  0.561  5.489  0.06
H  0.838  -1.793  -5.869  0.11
O  -6.643  -7.764  0.386  -0.21
H  -3.209  -5.523  5.853  0.14

---

Entry from the OMol25 dataset: C2H15O8Sr as an isolated structure (wB97M-V/def2-TZVPD).

For the energy relative to the best compared isomer or geometry (same formula, charge and spin), the calculation gives 794.4 kJ/mol. The total charge is +1.

Last column: Löwdin charge in e.
Atoms and positions in Å:
H  16.217  8.662  3.201  0.04
H  15.736  8.189  9.041  0.04
C  22.380  10.466  6.559  -0.81
O  17.322  14.920  3.423  -0.06
H  16.913  12.638  12.222  0.04
Sr  17.153  12.060  6.745  1.74
O  15.363  8.404  8.186  -0.06
O  13.070  13.632  6.308  -0.06
H  18.096  14.987  2.865  0.04
O  21.452  9.687  6.716  -0.08
H  24.083  10.041  5.650  0.08
O  16.152  9.610  3.090  -0.06
O  22.079  11.661  6.223  -0.12
H  23.950  9.046  7.154  0.07
H  12.802  13.962  5.450  0.04
H  12.508  14.095  6.929  0.04
H  14.607  7.822  8.101  0.04
H  24.465  10.681  7.307  0.07
H  18.001  16.980  7.960  0.04
H  16.610  9.788  2.269  0.04
O  17.228  12.164  11.452  -0.06
H  17.995  11.682  11.764  0.04
H  18.600  16.335  9.191  0.04
C  23.824  10.033  6.709  -0.02
O  18.043  16.150  8.435  -0.06
H  16.613  15.293  2.898  0.04

---

For reference, max |F| by record: 3.49; 3.33 eV/Å.